(1)
Here is a molecular structure, C52H46AsCoN3O6P2S2 from OMol25. Energies are from ωB97M-V/def2-TZVPD.

Atoms and positions in Å:
1 Co -0.19 0.13 -0.10
2 S 2.16 0.69 1.70
3 P 2.14 -1.23 1.12
4 C 1.04 -1.49 -0.13
5 P 0.01 -2.72 -0.65
6 S -1.50 -1.94 -1.69
7 C -0.59 -3.90 0.61
8 C 0.25 -4.87 1.14
9 C -0.17 -5.70 2.16
10 C -1.46 -5.56 2.68
11 C -2.31 -4.59 2.16
12 C -1.88 -3.77 1.12
13 C 0.83 -3.90 -1.82
14 C 0.24 -5.11 -2.17
15 C 0.76 -5.89 -3.19
16 C 1.89 -5.46 -3.88
17 C 2.49 -4.25 -3.54
18 C 1.96 -3.48 -2.52
19 C 3.84 -1.70 0.55
20 C 4.04 -2.96 -0.01
21 C 5.28 -3.34 -0.49
22 C 6.35 -2.45 -0.42
23 C 6.17 -1.19 0.14
24 C 4.92 -0.82 0.62
25 C 2.03 -2.26 2.64
26 C 3.14 -2.81 3.28
27 C 3.00 -3.48 4.49
28 C 1.74 -3.61 5.07
29 C 0.63 -3.06 4.44
30 C 0.78 -2.40 3.23
31 H 1.26 -4.97 0.76
32 H 0.50 -6.45 2.57
33 H -1.79 -6.20 3.49
34 H -3.30 -4.47 2.57
35 H -2.54 -3.02 0.70
36 H -0.65 -5.44 -1.65
37 H 0.29 -6.82 -3.46
38 H 2.30 -6.06 -4.69
39 H 3.37 -3.91 -4.08
40 H 2.41 -2.53 -2.24
41 H 3.20 -3.64 -0.09
42 H 5.42 -4.32 -0.93
43 H 7.33 -2.74 -0.80
44 H 7.00 -0.50 0.20
45 H 4.75 0.16 1.05
46 H 4.13 -2.71 2.84
47 H 3.87 -3.89 4.98
48 H 1.63 -4.12 6.02
49 H -0.35 -3.15 4.88
50 H -0.08 -1.96 2.73
51 C 7.26 3.78 -2.26
52 O 6.23 4.48 -1.59
53 C 5.09 4.73 -2.31
54 C 5.08 4.90 -3.69
55 C 3.88 5.16 -4.34
56 C 2.68 5.21 -3.65
57 C 2.71 5.07 -2.26
58 C 3.90 4.83 -1.60
59 N 1.53 5.56 -4.42
60 N 0.35 5.27 -4.10
61 C -0.02 4.25 -3.24
62 C -1.23 4.48 -2.57
63 C -1.72 3.69 -1.55
64 C -1.00 2.54 -1.15
65 O -1.31 1.79 -0.19
66 C 0.18 2.20 -1.94
67 N 0.76 1.03 -1.59
68 C 1.80 0.59 -2.26
69 C 2.28 1.28 -3.38
70 C 1.71 2.46 -3.76
71 C 0.65 3.01 -2.99
72 H 7.95 3.43 -1.49
73 H 7.81 4.43 -2.95
74 H 6.86 2.93 -2.81
75 H 6.00 4.85 -4.26
76 H 3.86 5.32 -5.41
77 H 1.80 5.14 -1.68
78 H 3.92 4.70 -0.53
79 H -1.77 5.37 -2.87
80 H -2.64 3.92 -1.04
81 H 2.22 -0.34 -1.90
82 H 3.09 0.85 -3.95
83 H 2.05 2.98 -4.64
84 C 0.13 4.06 2.08
85 As -1.04 2.65 2.77
86 C -0.75 3.08 4.69
87 C -2.73 3.67 2.60
88 H -0.05 5.02 2.57
89 H -0.04 4.17 1.00
90 H 1.17 3.76 2.23
91 H -0.83 4.16 4.87
92 H 0.24 2.73 4.98
93 H -1.50 2.55 5.29
94 H -2.78 4.49 3.32
95 H -3.57 2.99 2.76
96 H -2.80 4.06 1.59
97 O -3.37 -0.22 0.84
98 C -2.47 -0.48 1.63
99 O -1.21 -0.55 1.43
100 C -2.86 -0.79 3.07
101 C -4.13 -1.28 3.34
102 C -4.55 -1.61 4.63
103 C -3.64 -1.38 5.64
104 O -3.79 -1.61 6.99
105 C -2.58 -1.16 7.59
106 O -1.69 -0.74 6.57
107 C -2.39 -0.86 5.38
108 C -1.96 -0.56 4.12
109 H -4.80 -1.41 2.49
110 H -5.53 -2.01 4.84
111 H -2.12 -1.98 8.15
112 H -2.79 -0.32 8.26
113 H -0.97 -0.17 3.91

The HOMO energy (alpha / beta) is -0.0740 / -0.0739 hartree. The value obtained for the energy above the lowest of the compared OMol25 structures with the same formula, charge and spin is 0.0 kcal per mole. For the HOMO-LUMO gap (alpha / beta), the calculation gives 5.829 / 5.827 eV. The expectation value of S² is 0.759. For the total energy, the calculation gives -210142.030 eV. As for the lowest unoccupied orbital energy (alpha / beta): 3.816 / 3.816 eV. Its charge is -2. Its multiplicity is 2.

Mulliken population analysis, charges in e, atoms 1 to 6: number 1, Co, carries -0.44; number 2, S, carries -0.80; number 3, P, carries 1.67; number 4, C, carries 0.10; number 5, P, carries 1.58; number 6, S, carries -0.69

=====

(2)
Here is 2 unconnected molecules or ions with the total composition C7H15N2Si in a non-equilibrium geometry from OMol25. Energies are from ωB97M-V/def2-TZVPD.

Atoms and positions in Å:
1 C -0.37 -1.15 -0.79
2 C -2.32 0.43 2.08
3 C -1.49 1.11 1.28
4 C -0.20 -0.93 -3.09
5 C 0.38 -2.25 -2.66
6 C 1.20 2.67 0.72
7 C 0.99 0.26 3.16
8 N -0.57 -0.34 -1.78
9 N 0.23 -2.25 -1.27
10 Si 0.36 1.29 1.60
11 H -3.29 0.32 1.76
12 H -1.97 -0.29 2.88
13 H -1.89 1.34 0.30
14 H 0.38 -0.29 -3.73
15 H -1.18 -0.96 -3.69
16 H -0.06 -3.07 -3.08
17 H 1.38 -2.40 -2.86
18 H 2.00 3.01 1.39
19 H 1.84 2.15 -0.07
20 H 0.79 3.45 0.19
21 H 0.39 -0.63 3.21
22 H 2.07 -0.08 3.02
23 H 0.96 0.71 4.12
24 H -1.00 0.52 -1.78
25 H 0.60 -2.85 -0.53

The HOMO energy is -0.4353 hartree. The value obtained for the energy above the lowest of the compared OMol25 structures with the same formula, charge and spin is 103.6 kcal per mole. For the HOMO-LUMO gap, the calculation gives 6.965 eV. For the total energy, the calculation gives -18350.079 eV. As for the lowest unoccupied orbital energy: -4.879 eV. Its charge is +1.

natural (NBO) population analysis, charges in e, atoms 1 to 6: number 1, C, carries 0.18; number 2, C, carries -0.23; number 3, C, carries -0.75; number 4, C, carries -0.25; number 5, C, carries -0.25; number 6, C, carries -1.22

=====

(3)
Here is 14 unconnected molecules or ions with the total composition C29H80ClN28O18 in a non-equilibrium geometry from OMol25. Energies are from ωB97M-V/def2-TZVPD.

Atoms and positions in Å:
1 C -0.71 3.50 2.19
2 C -0.82 2.30 2.40
3 C -1.03 0.76 2.36
4 C 0.31 -0.09 2.32
5 C 1.45 0.53 1.42
6 C 1.29 0.20 -0.14
7 N 0.03 0.87 -0.56
8 C -0.13 1.01 -2.05
9 O -0.07 2.36 -2.49
10 C -1.17 2.63 -3.37
11 C -1.16 4.13 -3.94
12 C -0.82 4.15 -5.51
13 O -2.49 4.67 -3.77
14 C 0.90 0.02 -2.73
15 O 0.77 0.13 -4.17
16 N 2.33 0.23 -2.40
17 C 2.58 0.67 -1.00
18 C 2.66 2.26 -0.80
19 C 2.96 3.07 -2.15
20 O 2.33 4.08 -2.37
21 Cl 4.23 2.62 -3.35
22 O 3.66 -0.07 -0.44
23 C 4.97 0.26 -0.92
24 C 5.44 -0.52 -2.23
25 H -0.57 4.61 2.04
26 H -1.78 0.49 1.54
27 H -1.57 0.48 3.33
28 H 0.06 -1.14 1.95
29 H 0.67 -0.22 3.39
30 H 2.42 0.03 1.76
31 H 1.61 1.63 1.61
32 H 1.20 -0.94 -0.18
33 H -0.13 1.80 -0.11
34 H -0.77 0.27 -0.24
35 H -1.17 0.63 -2.31
36 H -1.13 1.93 -4.25
37 H -2.13 2.49 -2.79
38 H -0.41 4.80 -3.40
39 H -1.72 4.48 -6.10
40 H -0.48 3.15 -5.90
41 H 0.00 4.89 -5.72
42 H -2.44 5.42 -3.14
43 H 0.65 -1.07 -2.51
44 H 1.23 0.97 -4.40
45 H 2.74 -0.72 -2.45
46 H 1.79 2.71 -0.26
47 H 3.57 2.47 -0.14
48 H 5.19 1.35 -1.10
49 H 5.70 -0.07 -0.11
50 H 6.45 -0.06 -2.51
51 H 4.77 -0.30 -3.12
52 H 5.63 -1.62 -2.07
53 C 0.45 6.96 -0.01
54 O -0.35 6.21 0.54
55 N 0.56 8.27 0.30
56 N 1.30 6.53 -0.99
57 H 1.21 8.90 -0.15
58 H -0.04 8.63 1.02
59 H 1.24 5.56 -1.25
60 H 1.96 7.12 -1.46
61 C -2.78 8.44 2.63
62 O -1.70 8.70 2.13
63 N -3.34 9.22 3.60
64 N -3.51 7.36 2.27
65 H -4.23 9.02 4.03
66 H -2.83 10.03 3.89
67 H -3.12 6.76 1.56
68 H -4.40 7.12 2.68
69 C -5.37 1.91 -2.84
70 O -5.99 0.90 -3.14
71 N -5.68 2.67 -1.75
72 N -4.33 2.36 -3.57
73 H -5.18 3.50 -1.50
74 H -6.45 2.37 -1.18
75 H -4.07 1.82 -4.38
76 H -3.80 3.17 -3.33
77 C -3.27 -1.06 -0.86
78 O -2.31 -0.43 -0.36
79 N -4.43 -0.46 -1.21
80 N -3.23 -2.39 -1.08
81 H -5.21 -0.94 -1.61
82 H -4.50 0.54 -1.05
83 H -2.38 -2.87 -0.83
84 H -3.98 -2.91 -1.48
85 C -2.96 -5.92 -0.50
86 O -3.27 -5.15 -1.40
87 N -2.34 -7.10 -0.73
88 N -3.21 -5.66 0.81
89 H -2.08 -7.75 0.00
90 H -2.14 -7.34 -1.68
91 H -3.67 -4.78 1.02
92 H -2.97 -6.28 1.57
93 C -2.11 6.54 6.54
94 O -2.02 5.99 5.45
95 N -1.73 5.95 7.70
96 N -2.60 7.80 6.67
97 H -1.80 6.39 8.60
98 H -1.36 5.01 7.64
99 H -2.89 8.28 5.83
100 H -2.68 8.28 7.55
101 C -3.66 -2.95 3.68
102 O -4.17 -3.41 2.68
103 N -4.04 -1.76 4.22
104 N -2.66 -3.59 4.36
105 H -3.64 -1.36 5.04
106 H -4.78 -1.26 3.74
107 H -2.36 -4.48 3.99
108 H -2.23 -3.23 5.19
109 C -2.08 -7.87 3.88
110 O -2.38 -7.09 2.98
111 N -1.47 -9.05 3.65
112 N -2.32 -7.61 5.19
113 H -1.22 -9.70 4.37
114 H -1.27 -9.28 2.69
115 H -2.77 -6.74 5.41
116 H -2.08 -8.24 5.94
117 C 6.20 -2.62 -5.23
118 O 7.14 -2.20 -4.57
119 N 5.23 -1.80 -5.73
120 N 6.03 -3.93 -5.52
121 H 4.45 -2.12 -6.27
122 H 5.32 -0.81 -5.53
123 H 6.72 -4.57 -5.17
124 H 5.26 -4.29 -6.06
125 C -0.27 5.97 -8.61
126 O -0.97 5.16 -8.03
127 N -0.25 7.29 -8.29
128 N 0.56 5.62 -9.63
129 H 0.33 7.97 -8.75
130 H -0.85 7.58 -7.54
131 H 0.58 4.65 -9.90
132 H 1.15 6.27 -10.12
133 C 0.63 -9.80 6.75
134 O 0.01 -10.81 6.46
135 N 0.34 -9.06 7.85
136 N 1.67 -9.34 6.01
137 H 0.84 -8.23 8.11
138 H -0.42 -9.37 8.43
139 H 1.92 -9.86 5.19
140 H 2.19 -8.51 6.24
141 C 0.84 -7.12 1.63
142 O 0.22 -8.12 1.33
143 N 2.16 -7.16 1.98
144 N 0.28 -5.88 1.65
145 H 2.69 -6.35 2.23
146 H 2.61 -8.06 1.98
147 H -0.69 -5.82 1.39
148 H 0.78 -5.05 1.89
149 C 6.70 -3.96 0.48
150 O 6.83 -5.16 0.38
151 N 5.47 -3.36 0.59
152 N 7.75 -3.10 0.47
153 H 5.34 -2.37 0.67
154 H 4.67 -3.97 0.60
155 H 8.67 -3.50 0.38
156 H 7.66 -2.10 0.55

The HOMO energy is -0.3946 hartree. For the HOMO-LUMO gap, the calculation gives 8.748 eV. For the total energy, the calculation gives -122476.139 eV. As for the lowest unoccupied orbital energy: -1.990 eV. Its charge is +1.

Mulliken population analysis, charges in e, atoms 1 to 6: number 1, C, carries 0.31; number 2, C, carries -0.82; number 3, C, carries 0.18; number 4, C, carries -0.58; number 5, C, carries -0.57; number 6, C, carries -1.15

=====

Please write out number 2 again, unchanged.
Here is 2 unconnected molecules or ions with the total composition C7H15N2Si in a non-equilibrium geometry from OMol25. Energies are from ωB97M-V/def2-TZVPD.

Atoms and positions in Å:
1 C -0.37 -1.15 -0.79
2 C -2.32 0.43 2.08
3 C -1.49 1.11 1.28
4 C -0.20 -0.93 -3.09
5 C 0.38 -2.25 -2.66
6 C 1.20 2.67 0.72
7 C 0.99 0.26 3.16
8 N -0.57 -0.34 -1.78
9 N 0.23 -2.25 -1.27
10 Si 0.36 1.29 1.60
11 H -3.29 0.32 1.76
12 H -1.97 -0.29 2.88
13 H -1.89 1.34 0.30
14 H 0.38 -0.29 -3.73
15 H -1.18 -0.96 -3.69
16 H -0.06 -3.07 -3.08
17 H 1.38 -2.40 -2.86
18 H 2.00 3.01 1.39
19 H 1.84 2.15 -0.07
20 H 0.79 3.45 0.19
21 H 0.39 -0.63 3.21
22 H 2.07 -0.08 3.02
23 H 0.96 0.71 4.12
24 H -1.00 0.52 -1.78
25 H 0.60 -2.85 -0.53

The HOMO energy is -0.4353 hartree. The value obtained for the energy above the lowest of the compared OMol25 structures with the same formula, charge and spin is 103.6 kcal per mole. For the HOMO-LUMO gap, the calculation gives 6.965 eV. For the total energy, the calculation gives -18350.079 eV. As for the lowest unoccupied orbital energy: -4.879 eV. Its charge is +1.

natural (NBO) population analysis, charges in e, atoms 1 to 6: number 1, C, carries 0.18; number 2, C, carries -0.23; number 3, C, carries -0.75; number 4, C, carries -0.25; number 5, C, carries -0.25; number 6, C, carries -1.22

=====

Question: Which formula does entry 1 have?
Answer: C52H46AsCoN3O6P2S2